{
  "formula": "C25H41BFI2N2O9P",
  "method": "ωB97M-V with the def2-TZVPD basis set",
  "elements": ["C", "C", "O", "C", "O", "C", "C", "C", "C", "B", "C", "O", "O", "C", "O", "C", "C", "N", "C", "C", "I", "C", "C", "I", "C", "C", "C", "O", "C", "N", "P", "O", "O", "O", "H", "H", "H", "H", "H", "H", "H", "H", "H", "H", "H", "H", "H", "H", "H", "H", "H", "H", "H", "H", "H", "H", "H", "H", "H", "H", "H", "H", "H", "H", "H", "H", "H", "H", "H", "H", "F", "C", "C", "C", "C", "C", "C", "H", "H", "H", "H", "H"],
  "xyz": [[-2.5790, 1.3777, 3.3174], [-3.2873, 2.5835, 2.5322], [-4.0262, 2.1834, 1.3537], [-3.2038, 2.2619, 0.1717], [-2.8767, 3.3474, -0.3430], [-2.7116, 0.8244, -0.3771], [-1.8561, 0.9710, -1.7508], [-0.9218, -0.2847, -2.0780], [0.2933, -0.5903, -1.1066], [0.7613, 0.7929, -0.3822], [0.5456, 1.2923, 1.1325], [1.4162, 1.7580, -1.2647], [1.4435, -0.7507, -2.0489], [2.5064, -1.1867, -1.1720], [3.6159, -0.7268, -1.4734], [2.0123, -2.1342, 0.0698], [2.4643, -1.5834, 1.5016], [3.2822, -0.3055, 1.4349], [3.3303, 0.2375, 2.8485], [2.7977, -3.5028, -0.1411], [2.3837, -5.0559, 1.3784], [4.4382, -3.3388, -0.1100], [5.1484, -3.8712, -1.4448], [5.3122, -4.5340, 1.5419], [0.4377, -2.0273, -0.3529], [-0.6592, -1.9860, 0.8243], [-0.9277, -3.3397, 1.6210], [-2.3869, -3.5500, 1.6647], [-0.4272, -3.2913, 3.1639], [-1.0830, -2.2161, 3.9581], [-0.2677, -3.3893, -1.4850], [-0.0007, -3.1395, -2.9879], [-1.9973, -3.4926, -1.3785], [0.2700, -4.9610, -1.1802], [-3.1416, 0.3768, 3.2087], [-1.4948, 1.1866, 3.0011], [-2.5300, 1.5714, 4.4538], [-4.0687, 3.0161, 3.2620], [-2.5324, 3.4216, 2.3628], [-2.0746, 0.4040, 0.4866], [-3.5868, 0.0993, -0.5069], [-2.6800, 0.9351, -2.5633], [-1.3858, 1.9963, -1.8837], [-0.4562, -0.0551, -3.1097], [-1.6505, -1.1405, -2.2850], [-0.5222, 1.7268, 1.2160], [0.7853, 0.5478, 1.9542], [1.2345, 2.2001, 1.3201], [2.3793, 1.7307, -1.0491], [3.1728, -2.2921, 2.0792], [1.5881, -1.4190, 2.2324], [4.2630, -0.5228, 1.2189], [3.0881, -0.5879, 3.6132], [4.3418, 0.7387, 3.0725], [2.5427, 1.0641, 3.0048], [2.5698, -3.8871, -1.2023], [4.7733, -2.2750, 0.1080], [4.4374, -4.4992, -2.0734], [6.0146, -4.5697, -1.1474], [5.6204, -3.0275, -2.0482], [-1.6740, -1.6591, 0.3856], [-0.4371, -1.1937, 1.6345], [-0.4891, -4.2908, 1.1896], [-2.5741, -4.2725, 1.0363], [0.7131, -3.1590, 3.1830], [-0.6462, -4.3480, 3.5752], [-1.2678, -2.6487, 4.8839], [-2.0162, -1.9705, 3.6031], [-2.2426, -4.4474, -1.3010], [-0.3283, -5.6250, -1.5946], [-2.3916, 9.1908, -3.7451], [-2.1540, 7.8717, -3.6547], [-2.5422, 7.1868, -2.5140], [-2.3008, 5.8199, -2.4223], [-1.6641, 5.1563, -3.4683], [-1.2743, 5.8555, -4.6068], [-1.5254, 7.2202, -4.7036], [-3.0289, 7.7221, -1.7071], [-2.6071, 5.2722, -1.5375], [-1.4721, 4.0908, -3.3942], [-0.7749, 5.3378, -5.4187], [-1.2368, 7.7789, -5.5862]],
  "forces_ev_per_a": [[0.27, -0.68, 0.26], [-0.13, 0.35, 2.45], [2.30, 0.21, -1.45], [0.55, 1.25, -1.01], [-1.19, -3.77, 2.04], [0.48, 0.82, 0.28], [-1.64, -0.44, -0.13], [-0.97, 0.52, -1.01], [0.83, -1.03, -1.96], [0.63, 2.04, 0.18], [0.25, 1.02, 0.31], [-0.35, -2.10, 1.62], [1.53, -1.59, 3.08], [1.64, 2.53, -2.64], [-2.54, -2.27, 1.65], [0.47, 0.42, -1.21], [0.69, 0.53, 0.95], [-0.64, -0.01, 1.52], [-0.26, 0.76, 0.53], [0.85, -0.09, -1.16], [-3.16, 0.26, -1.25], [0.06, 0.05, -0.41], [0.61, -0.47, 0.33], [2.62, 1.42, -0.42], [-2.25, 0.40, 2.46], [-0.29, 0.17, 1.08], [-0.37, -0.16, 1.11], [1.00, -0.40, -0.22], [0.03, -0.89, -1.26], [-0.13, -0.98, 0.45], [-0.49, -0.98, -6.31], [-0.34, -0.21, 4.19], [2.43, -0.88, 0.99], [-1.32, 1.49, 0.61], [0.66, 1.66, -0.03], [-1.60, 0.32, 0.29], [-0.19, 0.00, -1.81], [1.08, -0.65, -1.32], [-1.04, -1.12, -0.25], [-0.96, 0.64, -1.25], [1.11, 1.17, 0.23], [1.42, 0.16, 1.08], [-0.27, -1.38, 0.61], [-0.54, -0.49, 1.75], [1.29, 0.81, 0.60], [1.55, -0.83, 0.04], [-0.80, 0.86, -1.02], [-1.02, -1.37, -0.38], [-0.91, 0.27, -0.28], [-1.46, 0.28, -1.23], [1.20, -0.12, -1.50], [-0.74, -0.14, -0.25], [0.69, 1.20, -0.90], [-1.48, -1.00, -0.37], [1.12, -1.32, -0.35], [0.10, 0.16, 1.84], [-0.64, -1.48, -0.31], [0.83, 0.98, 0.71], [-1.37, 1.13, -0.56], [-0.99, -1.01, 0.74], [1.68, -0.72, 0.46], [-0.03, -1.07, -1.48], [-0.09, 1.42, 0.22], [0.00, 0.70, 0.53], [-1.65, -0.15, -0.05], [0.31, 1.55, -0.56], [0.18, 0.76, -0.75], [0.53, -0.43, -0.08], [0.17, 1.13, -0.12], [0.64, 0.74, 0.14], [-0.03, 0.17, -0.02], [0.13, -0.78, 0.07], [-0.05, 0.12, 0.05], [0.08, 0.07, -0.18], [-0.01, -0.02, 0.01], [-0.14, 0.04, 0.26], [0.04, 0.14, -0.13], [0.02, 0.00, -0.07], [0.06, 0.10, -0.14], [-0.01, 0.11, 0.00], [-0.05, 0.08, 0.06], [-0.02, 0.01, 0.07]],
  "lowdin_charge": [-0.091, -0.231, -0.078, -0.341, 0.078, -0.065, -0.154, -0.094, -0.243, -0.379, -0.010, 0.074, -0.017, -0.299, 0.109, -0.234, -0.178, -0.100, -0.123, -0.583, 0.844, -0.702, -0.166, 0.681, -0.224, -0.106, -0.342, -0.083, -0.248, -0.011, 0.731, -0.309, -0.182, -0.246, 0.085, 0.046, 0.088, 0.130, 0.130, 0.092, 0.140, 0.133, 0.108, 0.159, 0.114, 0.069, 0.042, 0.098, 0.118, 0.084, 0.107, 0.092, 0.093, 0.099, 0.074, 0.094, 0.061, 0.086, 0.035, 0.090, 0.120, 0.110, 0.072, 0.078, 0.065, 0.125, 0.078, 0.059, 0.076, 0.093, 0.056, -0.293, -0.015, -0.073, -0.088, -0.084, -0.025, 0.115, 0.078, 0.092, 0.104, 0.114],
  "lumo_energy_ha": -0.028,
  "e_homo_ev": -8.0,
  "orbital_gap_ev": 7.22
}

---

{
  "formula": "C25H41BrN2P2Pt",
  "method": "ωB97M-V with the def2-TZVPD basis set",
  "elements": ["C", "C", "C", "C", "N", "C", "C", "C", "C", "C", "C", "C", "C", "C", "Pt", "P", "H", "H", "H", "H", "H", "H", "H", "H", "C", "C", "H", "H", "H", "H", "H", "C", "C", "H", "H", "H", "H", "H", "C", "C", "H", "H", "H", "H", "H", "Br", "P", "C", "C", "H", "H", "H", "H", "H", "C", "C", "H", "H", "H", "H", "H", "C", "C", "H", "H", "H", "H", "H", "N", "H", "H", "H"],
  "xyz": [[-0.3942, 6.1204, -2.8560], [-0.5825, 4.7418, -3.2407], [-0.8718, 4.5821, -4.6323], [-1.1150, 5.6967, -5.4583], [-1.0325, 6.9681, -5.0346], [-0.6656, 7.1623, -3.7670], [-0.4518, 3.5932, -2.4036], [-0.3138, 2.7447, -1.4407], [-0.5806, 2.5339, -0.0048], [0.4712, 2.6799, 0.9894], [0.2640, 2.0988, 2.2238], [-0.9641, 1.4862, 2.4834], [-2.0828, 1.7042, 1.6728], [-1.9340, 2.4128, 0.5116], [-0.2585, 0.7315, -0.9280], [1.9418, -1.2299, 1.1044], [-0.9192, 3.6002, -5.0878], [-0.0451, 6.4127, -1.8653], [-1.4027, 5.5736, -6.5147], [-0.5935, 8.2224, -3.4660], [-2.7283, 2.9275, -0.0175], [1.3242, 3.3190, 0.7467], [-3.0581, 1.4079, 2.0661], [0.9386, 2.1946, 3.0848], [2.3165, -2.8189, 2.0004], [3.3531, -3.6926, 1.3589], [1.3726, -3.3569, 1.9416], [2.4910, -2.6407, 3.0661], [3.6343, -4.4794, 2.0685], [2.9204, -4.1782, 0.4728], [4.2652, -3.1573, 1.0673], [2.7996, -1.2161, -0.4899], [3.2107, 0.1198, -1.1117], [2.0271, -1.6918, -1.1069], [3.6556, -1.8982, -0.4940], [3.3052, -0.0059, -2.1988], [2.4670, 0.9138, -0.9412], [4.1735, 0.4428, -0.7040], [3.0397, -0.1078, 2.1047], [4.5423, -0.3839, 2.2935], [2.5361, -0.1400, 3.0838], [2.8647, 0.8970, 1.6909], [4.9859, 0.5043, 2.7667], [4.7155, -1.2348, 2.9669], [5.0945, -0.5584, 1.3578], [-0.1181, -1.9974, 3.4613], [-1.1892, -1.4124, 0.0728], [-0.5465, -3.2145, -0.0485], [-1.3959, -4.4483, -0.3925], [-0.1301, -3.4507, 0.9489], [0.3199, -3.1873, -0.7236], [-0.7334, -5.3080, -0.5791], [-2.0411, -4.7782, 0.4360], [-2.0295, -4.3546, -1.2841], [-2.6964, -2.0652, 1.2280], [-3.7868, -3.0616, 0.8847], [-3.1839, -1.1036, 1.4311], [-2.1697, -2.3739, 2.1475], [-4.3410, -3.1781, 1.8152], [-4.5073, -2.6992, 0.1531], [-3.5057, -4.0659, 0.5770], [-2.3379, -0.8113, -1.1956], [-2.6852, -1.8082, -2.2715], [-1.8240, 0.1341, -1.7165], [-3.2255, -0.3862, -0.7051], [-3.0259, -1.2060, -3.1180], [-1.8232, -2.4060, -2.5662], [-3.5066, -2.4592, -1.9661], [-1.0668, 0.4176, 3.3582], [-0.5680, 0.5626, 4.2344], [-0.5421, -0.5407, 2.9422], [-2.0566, 0.2008, 3.5177]],
  "forces_ev_per_a": [[-0.32, -1.05, -0.30], [0.18, 1.88, -2.34], [-0.15, 0.66, 0.84], [-0.53, 0.68, -2.06], [0.92, -4.37, 3.06], [-0.04, 2.19, 0.04], [0.67, -1.80, 3.16], [-0.94, 3.83, -2.37], [-0.02, 1.16, 0.46], [-0.11, -0.26, 0.32], [0.83, 1.12, 0.30], [-0.53, -1.14, -1.16], [-0.77, 0.99, -0.16], [0.11, -0.13, 0.03], [0.29, -1.91, 0.43], [4.17, -0.29, 2.01], [-0.17, 0.15, -0.09], [-0.25, -0.02, -0.27], [0.19, -0.17, 0.41], [0.13, -0.54, 0.11], [-0.30, -0.71, -0.24], [0.09, -0.65, 0.09], [0.09, 0.27, -0.27], [0.20, -0.04, -0.68], [-1.10, -0.76, -0.55], [0.66, -0.24, -0.74], [0.31, -0.23, 0.34], [0.04, 0.55, -0.33], [-0.05, 0.13, -0.13], [0.36, 0.05, 0.15], [-0.11, -0.26, 0.17], [-1.19, -0.40, -1.19], [-0.08, -0.05, 0.03], [0.37, -0.16, -0.58], [-0.23, -0.08, 0.36], [0.11, 0.05, 0.34], [0.06, 0.07, 0.05], [-0.25, 0.16, -0.12], [-1.55, 0.99, 0.37], [0.21, -0.47, -0.26], [0.27, 0.25, -0.04], [0.26, -0.11, 0.19], [-0.22, -0.24, -0.12], [-0.08, 0.21, -0.27], [-0.27, 0.03, 0.25], [0.56, -1.70, 0.56], [-2.15, -3.12, 1.11], [1.26, 0.22, -0.80], [-0.64, -0.57, -0.22], [-0.33, 0.75, -0.33], [-0.08, -0.11, 0.02], [0.09, 0.49, -0.01], [0.71, 0.23, -0.39], [0.23, 0.09, 0.25], [1.02, 1.72, 1.49], [-0.40, -0.21, -0.90], [-0.12, -0.13, 0.31], [-0.30, 0.10, -0.55], [-0.07, 0.10, 0.17], [0.02, 0.16, -0.05], [-0.07, 0.51, 0.19], [0.36, -0.26, -0.14], [-0.05, 0.64, -1.07], [-0.60, -0.20, -0.27], [0.39, 0.17, -0.14], [-0.11, -0.56, -0.23], [-0.13, 0.01, -0.11], [0.12, 0.07, 0.14], [-1.39, 3.78, 1.01], [-0.02, -0.27, 0.33], [0.11, -0.88, -0.01], [0.33, -0.38, 0.39]],
  "mulliken_spin": [0.140, 0.011, 0.133, 0.002, 0.815, -0.005, 0.262, -0.150, 0.233, 0.004, 0.088, 0.107, 0.001, 0.081, 0.553, 0.543, 0.007, 0.009, 0.021, 0.025, -0.003, -0.009, 0.004, 0.001, 0.076, 0.026, -0.002, 0.003, 0.008, 0.000, -0.002, 0.071, 0.016, 0.011, 0.029, 0.004, 0.001, 0.001, 0.065, 0.047, 0.003, 0.004, 0.003, 0.001, -0.001, 0.184, 0.207, 0.055, 0.009, -0.004, 0.007, 0.001, 0.000, 0.000, 0.058, 0.009, 0.004, -0.004, 0.005, -0.001, 0.002, 0.094, 0.024, 0.038, -0.009, 0.000, 0.002, 0.012, 0.067, -0.005, 0.012, -0.004],
  "total_charge": 4,
  "lumo_energy_ha": [-0.507, -0.556],
  "e_homo_ev": [-19.5, -20.0],
  "s2": 6.09,
  "multiplicity": 5,
  "orbital_gap_ev": [5.67, 4.88]
}

---

{
  "formula": "C25H41Cl3N3O3SSiYb",
  "method": "ωB97M-V with the def2-TZVPD basis set",
  "elements": ["C", "C", "H", "H", "H", "C", "C", "H", "H", "H", "H", "Yb", "Cl", "Cl", "H", "H", "C", "C", "N", "H", "C", "O", "H", "H", "H", "H", "H", "H", "C", "C", "N", "H", "C", "O", "H", "H", "H", "H", "O", "C", "C", "C", "H", "C", "H", "C", "H", "C", "C", "H", "H", "H", "Si", "Cl", "C", "C", "C", "H", "H", "H", "H", "H", "H", "H", "H", "H", "S", "C", "N", "C", "C", "C", "C", "H", "H", "H", "H", "H"],
  "xyz": [[-1.2806, -1.4042, -5.5209], [-1.5819, -0.4374, -4.4041], [-1.4048, -0.9443, -6.5150], [-2.0426, -2.2081, -5.3925], [-0.2783, -1.9081, -5.3391], [-2.6985, 0.2798, -4.4170], [-3.7986, 0.0636, -5.4103], [-2.9417, 0.8722, -3.5627], [-4.3763, -0.8884, -5.2936], [-3.3403, 0.0259, -6.4184], [-4.5676, 0.8572, -5.3727], [0.4724, -0.3630, 2.4305], [2.4704, -0.2986, 0.3842], [0.2253, -2.5866, 3.5955], [5.3462, -0.1985, 5.7079], [6.0307, -1.5028, 4.1213], [4.2758, -0.1864, 5.4966], [5.0510, -1.7409, 3.6788], [4.1093, -0.7466, 4.1681], [3.8921, 0.8358, 5.4807], [2.9919, -0.5048, 3.5011], [2.1864, 0.3965, 3.8526], [5.0509, -1.6359, 2.5842], [2.8423, -1.1911, 2.6060], [3.7318, -0.7930, 6.2422], [4.7464, -2.7732, 3.9496], [-3.6882, -1.3052, 0.4398], [-4.4667, 1.0414, -0.5361], [-3.8828, -0.8338, 1.4086], [-4.4768, 1.3531, 0.5239], [-3.5963, 0.5835, 1.3668], [-3.2714, -1.2612, 2.1924], [-2.6528, 1.1669, 2.1572], [-1.7803, 0.5737, 2.8226], [-4.1918, 2.4028, 0.5816], [-2.7385, 2.2665, 2.1323], [-4.9522, -0.9950, 1.5988], [-5.5125, 1.2406, 0.8688], [-1.2305, -1.5061, -2.3022], [-0.6857, -0.5292, -3.2011], [-1.6006, 1.2661, -1.8046], [-0.4873, 0.7645, -2.4745], [-2.4454, 0.5852, -1.6733], [-1.6371, 2.6076, -1.3867], [0.3108, -0.8158, -3.5913], [0.7374, 1.4331, -2.3405], [-2.5976, 3.0343, -1.0466], [-0.4478, 3.3326, -1.4200], [0.7598, 2.6724, -1.7114], [1.6777, 0.9942, -2.6679], [-0.4394, 4.4078, -1.2151], [1.6856, 3.1820, -1.4635], [-1.1389, -2.9991, -1.8019], [-0.7326, -0.0031, 0.4856], [-2.1355, -3.3462, -0.1964], [0.5189, -3.1848, -0.9612], [-1.3353, -4.1084, -3.2898], [-2.3314, -2.4792, 0.4688], [-1.4998, -3.9963, 0.4179], [-3.0535, -3.8936, -0.3834], [-2.3138, -3.9428, -3.7578], [-1.2417, -5.1555, -2.9646], [-0.5313, -3.8356, -3.9965], [1.1099, -2.2677, -0.8334], [1.0528, -3.9190, -1.5553], [0.4004, -3.5969, 0.0510], [0.4913, 2.7956, 1.5877], [2.0465, 3.0320, 2.1329], [3.0937, 2.3002, 1.6072], [4.3860, 2.4404, 2.0335], [4.6762, 3.3331, 3.0619], [3.6395, 4.1329, 3.5856], [2.3446, 3.9592, 3.1435], [2.8751, 1.4787, 0.9478], [5.1196, 1.8013, 1.5058], [5.7118, 3.3796, 3.4254], [3.8445, 4.8937, 4.3322], [1.5020, 4.5003, 3.5423]],
  "forces_ev_per_a": [[0.11, -1.08, 0.82], [-0.12, 0.03, -0.46], [0.35, -0.37, 0.35], [0.49, 0.26, -0.57], [-1.10, 0.80, -0.69], [-0.67, -0.86, 0.16], [-0.31, 0.11, -0.88], [-0.02, 0.47, 0.14], [0.70, 0.47, 0.17], [-0.58, 0.10, 0.26], [0.52, -0.21, -0.14], [-0.27, 1.07, 0.27], [-0.06, -0.54, 0.44], [0.13, 0.41, -0.24], [-0.17, 0.15, 0.22], [-0.30, -0.24, -0.45], [0.10, 0.09, 0.02], [-0.19, -0.29, -0.17], [-0.52, -0.19, -0.01], [0.10, -0.16, 0.23], [0.45, -0.21, 0.34], [-0.31, -1.04, -0.89], [0.39, -0.29, 0.34], [0.26, 0.88, 0.80], [0.22, 0.30, -0.25], [0.25, 0.56, -0.05], [0.15, 0.24, 0.24], [0.36, -0.04, 0.48], [-0.08, 0.00, -0.27], [-0.38, 0.45, 0.00], [0.63, 0.25, 0.92], [0.02, -0.36, 0.00], [-0.29, -0.74, -0.39], [-1.13, 0.47, 0.54], [-0.10, 0.01, -0.08], [0.37, -0.20, 0.03], [0.17, 0.16, 0.27], [0.11, 0.09, -0.01], [-0.67, 2.66, -1.24], [1.06, -0.24, 0.25], [-0.21, 0.91, -0.40], [-0.24, 0.26, 0.66], [0.18, 0.45, -0.07], [-0.06, -0.55, -0.23], [-0.24, -0.35, 0.44], [-0.36, 0.01, 0.15], [0.74, -0.08, -0.17], [0.02, -0.04, 0.02], [-0.69, 0.52, -0.38], [-0.25, -0.11, -0.03], [0.03, -0.48, 0.33], [0.02, -0.07, -0.37], [1.02, -0.97, 2.33], [-0.34, -1.18, -1.98], [-0.41, 0.02, -0.29], [0.55, -0.30, -0.01], [-0.09, -0.19, 0.45], [0.31, -0.54, -0.88], [-0.20, -0.04, -0.32], [-0.49, 0.02, 0.17], [0.23, -0.17, -0.01], [-0.01, 0.18, -0.40], [-0.36, -0.31, 0.23], [-0.17, -0.21, -0.43], [0.76, -0.15, 0.04], [0.10, 0.02, -0.36], [-0.38, -0.61, 0.26], [0.55, -0.69, -0.31], [0.54, 0.30, 0.15], [-0.61, 0.31, 0.52], [0.74, -0.84, -0.93], [-0.67, -0.18, -0.18], [1.19, 0.39, 0.38], [0.04, 1.05, 0.63], [-0.49, 0.47, 0.57], [-0.60, 0.20, -0.22], [0.07, -0.20, 0.04], [0.09, 0.18, 0.07]],
  "mulliken_spin": [0.000, 0.001, 0.000, 0.000, 0.000, 0.000, 0.000, 0.000, 0.000, 0.000, 0.000, 1.003, 0.000, -0.001, 0.000, 0.000, 0.000, 0.000, 0.000, 0.000, 0.000, -0.001, 0.000, -0.001, 0.000, 0.000, 0.000, 0.000, 0.000, 0.000, 0.000, 0.000, 0.000, 0.000, 0.000, 0.000, 0.000, 0.000, 0.000, 0.000, 0.002, -0.001, 0.000, -0.001, 0.000, 0.001, 0.000, 0.000, -0.001, 0.000, 0.000, 0.000, 0.000, -0.002, 0.000, 0.000, 0.000, 0.000, 0.000, 0.000, 0.000, 0.000, 0.000, 0.000, 0.000, 0.000, 0.000, 0.000, 0.000, 0.000, 0.000, 0.000, 0.000, 0.000, 0.000, 0.000, 0.000, 0.000],
  "lumo_energy_ha": [0.010, -0.002],
  "e_homo_ev": [-7.4, -7.4],
  "s2": 0.75,
  "de_lowest_kj_mol": 225.6,
  "multiplicity": 2,
  "orbital_gap_ev": [7.62, 7.32]
}